Record 1
This record from the OMol25 dataset describes a structure of composition C21H12IrN6OS4. The level of theory is ωB97M-V/def2-TZVPD.

The geometry in ORCA input format:
```
! RIJCOSX wB97M-V def2-TZVPD def2/J DEFGRID3
* xyz 1 1
Ir -1.856 0.965 0.649
C -1.652 -1.833 3.960
C -2.126 -0.844 3.109
N -1.386 -0.419 2.087
C -0.162 -0.981 1.907
C 0.275 -1.961 2.785
N -0.460 -2.389 3.801
C 0.641 -0.446 0.789
C 1.901 -0.845 0.379
C 2.512 -0.187 -0.689
C 1.830 0.854 -1.326
C 0.569 1.207 -0.887
N 0.027 0.557 0.152
C -0.335 2.229 -1.458
C 0.003 3.075 -2.499
N -0.838 3.978 -2.990
C -2.042 4.041 -2.444
C -2.425 3.208 -1.399
N -1.573 2.316 -0.902
C 3.860 -0.588 -1.146
C 4.766 0.353 -1.620
C 6.021 -0.073 -2.030
N 6.409 -1.343 -2.004
C 5.538 -2.241 -1.556
C 4.263 -1.918 -1.115
H -2.262 -2.174 4.786
H -3.097 -0.386 3.236
H 1.252 -2.414 2.663
H 2.421 -1.642 0.893
H 2.273 1.344 -2.181
H 0.985 3.028 -2.954
H -2.737 4.772 -2.838
H -3.412 3.241 -0.959
H 4.533 1.410 -1.641
H 6.746 0.646 -2.392
H 5.868 -3.273 -1.551
H 3.598 -2.710 -0.795
O -7.062 -2.939 1.878
C -6.202 -2.186 1.554
S -4.853 -2.633 0.467
C -4.141 -1.046 0.404
C -4.724 -0.055 1.147
S -4.019 1.514 1.280
S -6.165 -0.462 2.033
S -2.761 -0.751 -0.584
*
```

Properties
- Energy relative to the best compared isomer or geometry (same formula, charge and spin): 0.00 kcal/mol
- Frontier orbital gap: 5.11 eV
- HOMO: -10.24 eV
- Largest force on an atom: 0.8 eV Å⁻¹


Record 2
This record from the OMol25 dataset describes a structure of composition C21H13AuClIN2OS at a distorted geometry. The level of theory is ωB97M-V/def2-TZVPD.

The geometry in ORCA input format:
```
! RIJCOSX wB97M-V def2-TZVPD def2/J DEFGRID3
* xyz -2 1
Au -0.327 0.079 0.532
S 0.251 2.715 -0.352
C 0.315 2.001 -1.930
C 0.568 2.744 -3.107
C 0.621 2.106 -4.324
C 0.420 0.727 -4.394
C 0.167 0.069 -3.203
N 0.111 0.672 -2.021
H 0.722 3.812 -3.023
H 0.818 2.677 -5.226
H 0.454 0.189 -5.332
H -0.007 -1.004 -3.179
Cl 5.431 -4.190 1.796
C 3.828 -3.679 1.268
C 2.924 -4.627 0.872
C 1.654 -4.268 0.444
I 0.334 -5.750 -0.180
C 1.174 -2.919 0.367
O 0.063 -2.590 -0.049
C 2.192 -1.917 0.820
N 1.837 -0.608 0.808
C 2.704 0.327 1.119
C 4.015 0.025 1.524
C 4.396 -1.280 1.602
C 3.493 -2.305 1.240
H 3.213 -5.671 0.880
H 2.342 1.348 1.049
H 4.694 0.828 1.781
H 5.391 -1.551 1.932
C -2.210 0.164 1.138
C -3.343 0.001 0.373
C -4.303 -1.044 0.597
C -5.425 -1.164 -0.192
C -5.725 -0.258 -1.211
C -4.822 0.796 -1.410
C -3.675 0.939 -0.669
H -4.108 -1.767 1.379
H -6.099 -1.997 -0.005
H -6.606 -0.372 -1.830
H -5.020 1.526 -2.191
H -2.990 1.758 -0.858
*
```

Properties
- Energy relative to the best compared isomer or geometry (same formula, charge and spin): 15.29 kcal/mol
- Frontier orbital gap (spin up / spin down): 3.98 / 3.98 eV
- HOMO (spin up / spin down): 0.14 / 0.14 eV
- Largest force on an atom: 1.1 eV Å⁻¹


Record 3
This record from the OMol25 dataset describes a structure of composition C21H13BrN5OSeZn. The level of theory is ωB97M-V/def2-TZVPD.

The geometry in ORCA input format:
```
! RIJCOSX wB97M-V def2-TZVPD def2/J DEFGRID3
* xyz 1 1
Zn 0.328 -0.956 -0.683
Br 0.056 6.074 -2.313
C 0.176 4.193 -2.279
C 1.013 3.527 -3.185
C 1.108 2.160 -3.175
C 0.397 1.360 -2.250
O 0.549 0.066 -2.319
C -0.456 2.052 -1.334
C -1.321 1.405 -0.396
N -1.230 0.158 -0.074
C -2.121 -0.553 0.735
C -3.175 -0.043 1.447
C -4.016 -0.890 2.197
C -3.808 -2.239 2.226
C -2.728 -2.804 1.506
C -2.461 -4.192 1.485
C -1.400 -4.672 0.772
C -0.587 -3.759 0.083
N -0.811 -2.462 0.077
C -1.877 -1.960 0.769
C -0.558 3.461 -1.387
H 1.582 4.100 -3.905
H 1.735 1.649 -3.893
H -2.107 2.025 0.039
H -3.381 1.019 1.437
H -4.839 -0.457 2.748
H -4.456 -2.894 2.792
H -3.108 -4.861 2.039
H -1.169 -5.726 0.731
H 0.273 -4.108 -0.476
H -1.229 3.962 -0.701
Se 1.666 0.944 3.360
N 3.188 1.532 2.662
C 3.324 0.937 1.493
C 4.408 1.125 0.585
C 4.370 0.451 -0.591
C 3.263 -0.402 -0.893
N 2.265 -0.619 -0.080
C 2.268 0.046 1.123
N 1.271 -0.090 1.966
H 5.215 1.795 0.848
H 5.151 0.548 -1.331
H 3.229 -0.902 -1.853
*
```

Properties
- Frontier orbital gap: 5.98 eV
- HOMO: -10.43 eV
- Largest force on an atom: 0.5 eV Å⁻¹


Record 4
This record from the OMol25 dataset describes an isolated molecule of C21H13ClF3N5O2 at a distorted geometry. The level of theory is ωB97M-V/def2-TZVPD.

The geometry in ORCA input format:
```
! RIJCOSX wB97M-V def2-TZVPD def2/J DEFGRID3
* xyz 0 1
O 0.560 1.609 -5.803
C 1.269 0.899 -5.154
C 1.167 -0.506 -5.397
C 1.620 -1.419 -4.521
C 2.366 -0.894 -3.328
C 1.467 -1.178 -2.100
C 0.742 -0.297 -1.345
C 0.234 -0.853 -0.274
N -0.375 -0.045 0.765
C -1.214 0.973 0.571
O -1.757 1.028 -0.565
C -1.219 2.193 1.416
C -1.653 3.399 0.809
C -1.837 4.629 1.557
C -1.457 4.568 2.886
C -1.629 5.877 3.634
F -2.715 6.516 3.223
F -0.658 6.801 3.282
F -1.672 5.542 5.033
C -0.943 3.345 3.413
C -0.822 2.168 2.728
Cl -0.399 0.783 3.700
N 0.827 -2.139 -0.373
C 0.435 -3.237 0.452
C 1.421 -4.178 0.749
C 1.093 -5.355 1.345
C -0.244 -5.560 1.745
C -1.185 -4.616 1.622
C -0.950 -3.497 0.873
N 1.539 -2.367 -1.452
N 2.753 0.636 -3.398
N 2.087 1.387 -4.195
H 0.653 -0.811 -6.221
H 1.479 -2.417 -4.532
H 3.298 -1.507 -3.225
H 0.544 0.728 -1.580
H 0.185 -0.018 1.612
H -1.935 3.442 -0.291
H -2.289 5.573 1.143
H -0.548 3.237 4.454
H 2.473 -3.984 0.486
H 1.864 -6.190 1.523
H -0.571 -6.539 2.219
H -2.155 -4.844 1.931
H -1.850 -2.882 0.585
*
```

Properties
- Energy relative to the best compared isomer or geometry (same formula, charge and spin): 24.57 kcal/mol
- Frontier orbital gap: 7.99 eV
- HOMO: -8.98 eV
- Largest force on an atom: 5.9 eV Å⁻¹


Record 5
This record from the OMol25 dataset describes an isolated molecule of C21H13ClN4OS2 at a distorted geometry. The level of theory is ωB97M-V/def2-TZVPD.

The geometry in ORCA input format:
```
! RIJCOSX wB97M-V def2-TZVPD def2/J DEFGRID3
* xyz 0 1
O 2.912 0.252 -1.954
C 1.767 0.278 -1.505
N 1.272 1.540 -1.149
N -0.029 1.710 -0.497
C -0.147 2.490 0.665
N 0.847 3.195 1.124
C 0.466 3.845 2.277
C 1.351 4.628 3.053
C 0.930 5.264 4.251
C -0.419 5.064 4.616
Cl -1.025 5.852 6.028
C -1.275 4.232 3.898
C -0.800 3.612 2.741
S -1.664 2.522 1.639
C 1.002 -0.970 -1.298
C 0.742 -1.799 -2.396
C -0.128 -2.858 -2.324
C -0.496 -3.616 -3.524
C -0.419 -3.255 -4.852
C -0.931 -4.223 -5.753
C -1.359 -5.351 -5.095
S -1.120 -5.257 -3.389
N -0.713 -3.182 -1.163
C -0.418 -2.506 -0.052
C -1.034 -2.898 1.151
C -0.769 -2.216 2.356
C 0.142 -1.138 2.314
C 0.740 -0.773 1.142
C 0.431 -1.398 -0.100
H 1.922 2.289 -1.204
H -0.696 0.929 -0.578
H 2.346 4.761 2.685
H 1.575 5.946 4.805
H -2.293 4.105 4.155
H 1.153 -1.487 -3.345
H -0.051 -2.295 -5.171
H -0.953 -4.124 -6.853
H -1.762 -6.216 -5.581
H -1.652 -3.787 1.135
H -1.298 -2.538 3.247
H 0.414 -0.680 3.258
H 1.443 0.054 1.242
*
```

Properties
- Energy relative to the best compared isomer or geometry (same formula, charge and spin): 0.00 kcal/mol
- Frontier orbital gap: 7.69 eV
- HOMO: -8.39 eV
- Largest force on an atom: 3.8 eV Å⁻¹


Q: The lowest largest force on an atom belongs to which entry?
A: C21H13BrN5OSeZn


Q: What is the formula in the second record?
A: C21H13AuClIN2OS


Q: Which of these has the lowest largest force on an atom?
A: C21H13BrN5OSeZn